1.
The molecule C27H34N2O4S, computed with ωB97M-V/def2-TZVPD.

The geometry in ORCA input format:
```
! wB97M-V def2-TZVPD RIJCOSX def2/J DEFGRID3
* xyz 0 1
C -0.295 0.143 3.551
C -0.070 1.652 3.543
N 1.316 2.009 3.796
C 1.484 3.384 4.239
C 1.146 3.541 5.719
C 2.239 1.613 2.756
C 2.149 2.407 1.437
C 2.766 1.636 0.265
N 2.028 0.413 0.014
C 0.765 0.521 -0.451
C -0.123 -0.509 -0.465
C -1.466 -0.279 -0.996
O -1.796 0.757 -1.538
C -2.483 -1.387 -0.740
C -3.295 -1.015 0.505
O -3.387 -1.421 -1.850
C -2.770 -1.602 -3.016
O -1.572 -1.728 -3.110
C -3.749 -1.548 -4.163
C -3.203 -2.249 -5.417
C -3.277 -1.209 -6.537
C -3.069 0.109 -5.800
C -3.928 -0.060 -4.550
C -1.906 -2.804 -0.522
O -2.619 -3.767 -0.741
C -0.572 -2.882 -0.015
C 0.271 -1.812 0.010
C 1.634 -1.893 0.449
C 2.468 -0.823 0.448
C 3.866 -0.979 0.867
C 4.992 -0.672 0.051
C 6.167 -0.966 0.657
S 5.943 -1.616 2.232
C 4.241 -1.503 2.069
H 0.074 -0.332 2.644
H -1.359 -0.065 3.626
H 0.207 -0.298 4.407
H -0.660 2.087 4.350
H -0.451 2.074 2.596
H 2.534 3.651 4.099
H 0.876 4.086 3.644
H 1.405 4.543 6.052
H 1.710 2.818 6.301
H 0.088 3.384 5.906
H 3.253 1.698 3.160
H 2.056 0.557 2.556
H 2.663 3.364 1.537
H 1.101 2.613 1.212
H 2.740 2.251 -0.639
H 3.803 1.391 0.495
H 0.459 1.489 -0.823
H -2.644 -0.981 1.375
H -3.762 -0.044 0.355
H -4.067 -1.766 0.656
H -4.691 -1.973 -3.813
H -2.163 -2.524 -5.234
H -3.762 -3.153 -5.653
H -4.265 -1.222 -7.001
H -2.531 -1.383 -7.311
H -2.022 0.210 -5.514
H -3.359 0.978 -6.389
H -4.976 0.133 -4.784
H -3.626 0.608 -3.744
H -0.218 -3.862 0.268
H 2.013 -2.851 0.770
H 4.913 -0.282 -0.948
H 7.160 -0.846 0.271
H 3.606 -1.815 2.874
*
```

Summary:
SMILES string   CCN(CC)CCCN1C=C2C(=O)[C@@](C)(OC(=O)C3CCCC3)C(=O)C=C2C=C1c1ccsc1

---

2.
The molecule C27H34N4O2, computed with ωB97M-V/def2-TZVPD.

The geometry in ORCA input format:
```
! wB97M-V def2-TZVPD RIJCOSX def2/J DEFGRID3
* xyz 0 1
C -3.651 0.955 5.803
O -2.267 0.716 5.815
C -1.473 1.437 4.967
C -1.935 2.383 4.063
C -1.043 3.061 3.248
C 0.318 2.817 3.317
C 1.284 3.515 2.390
N 1.537 2.820 1.135
C 2.190 1.535 1.295
C 2.691 1.038 -0.056
C 1.523 0.920 -1.034
N 2.001 0.539 -2.342
N 2.740 1.392 -3.046
C 3.014 0.800 -4.191
C 2.448 -0.476 -4.243
C 1.810 -0.614 -3.023
N 1.046 -1.689 -2.562
C 1.216 -2.348 -1.380
O 2.040 -2.031 -0.551
C 0.233 -3.486 -1.183
C -1.004 -3.007 -0.411
C -1.828 -1.952 -1.161
C -2.222 -2.373 -2.551
C -1.938 -1.559 -3.643
C -2.280 -1.948 -4.927
C -2.915 -3.159 -5.140
C -3.218 -3.970 -4.059
C -2.877 -3.579 -2.777
C 0.799 2.263 -1.112
C 0.371 2.701 0.286
C 0.769 1.869 4.231
C -0.096 1.175 5.054
C 0.394 0.159 6.039
H -4.071 0.291 6.557
H -4.094 0.720 4.829
H -3.884 1.992 6.066
H -2.988 2.605 3.984
H -1.423 3.800 2.557
H 0.900 4.507 2.135
H 2.250 3.639 2.887
H 1.512 0.780 1.732
H 3.039 1.663 1.970
H 3.163 0.062 0.061
H 3.412 1.744 -0.467
H 0.834 0.143 -0.687
H 3.602 1.302 -4.934
H 2.496 -1.195 -5.035
H 0.426 -2.100 -3.247
H 0.733 -4.256 -0.594
H -0.069 -3.912 -2.142
H -1.629 -3.875 -0.196
H -0.681 -2.586 0.543
H -2.734 -1.754 -0.579
H -1.266 -1.017 -1.216
H -1.456 -0.604 -3.487
H -2.049 -1.302 -5.761
H -3.178 -3.466 -6.140
H -3.724 -4.911 -4.215
H -3.127 -4.217 -1.942
H 1.486 2.997 -1.531
H -0.075 2.190 -1.763
H -0.362 1.977 0.690
H -0.114 3.678 0.226
H 1.830 1.672 4.309
H 0.103 0.447 7.048
H 1.475 0.064 5.991
H -0.061 -0.809 5.835
*
```

Summary:
SMILES string   COc1ccc(CN2CCC(n3nccc3NC(=O)CCCc3ccccc3)CC2)cc1C

---

3.
The molecule C27H34N4O3, computed with ωB97M-V/def2-TZVPD.

The geometry in ORCA input format:
```
! wB97M-V def2-TZVPD RIJCOSX def2/J DEFGRID3
* xyz 0 1
C -0.700 5.167 -2.660
C -0.176 4.505 -1.427
C -0.954 3.839 -0.572
C -2.429 3.681 -0.803
C -0.444 3.165 0.656
O -1.072 2.272 1.203
N 0.703 3.664 1.181
C 1.361 3.040 2.301
C 2.562 2.177 1.858
N 2.214 1.182 0.889
C 1.951 1.480 -0.404
N 2.300 2.458 -1.154
C 1.947 2.058 -2.509
C 1.287 0.644 -2.420
C -0.139 0.634 -2.992
C -0.886 -0.605 -2.592
C -0.555 -1.845 -3.123
C -1.216 -2.991 -2.721
C -2.239 -2.912 -1.784
O -2.923 -4.011 -1.360
C -2.588 -1.673 -1.257
C -1.907 -0.539 -1.651
N 1.273 0.443 -0.992
C 1.433 -0.750 -0.209
C 1.792 -0.182 1.186
C 0.613 -0.267 2.174
C 0.182 -1.693 2.358
C -0.971 -2.173 1.747
C -1.343 -3.494 1.865
C -0.566 -4.380 2.612
O -1.013 -5.670 2.664
C -0.292 -6.599 3.432
C 0.579 -3.908 3.242
C 0.943 -2.579 3.107
H 0.088 5.700 -3.183
H -1.495 5.869 -2.408
H -1.129 4.430 -3.342
H 0.893 4.556 -1.281
H -2.632 3.297 -1.802
H -2.934 4.642 -0.707
H -2.838 2.994 -0.066
H 1.272 4.265 0.606
H 1.715 3.815 2.989
H 0.608 2.429 2.802
H 3.309 2.829 1.393
H 3.005 1.689 2.729
H 1.254 2.782 -2.946
H 2.856 2.053 -3.120
H 1.896 -0.124 -2.919
H -0.076 0.712 -4.080
H -0.665 1.509 -2.606
H 0.231 -1.919 -3.862
H -0.942 -3.951 -3.138
H -2.567 -4.801 -1.783
H -3.394 -1.623 -0.542
H -2.165 0.414 -1.214
H 2.244 -1.383 -0.602
H 0.514 -1.340 -0.186
H 2.645 -0.725 1.617
H -0.212 0.333 1.791
H 0.937 0.142 3.133
H -1.586 -1.495 1.175
H -2.232 -3.868 1.383
H 0.728 -6.731 3.055
H -0.253 -6.306 4.487
H -0.833 -7.540 3.342
H 1.198 -4.562 3.837
H 1.837 -2.230 3.605
*
```

Summary:
SMILES string   C/C=C(\C)C(=O)NCCN1C2=NC[C@H](Cc3ccc(O)cc3)N2C[C@@H]1Cc1ccc(OC)cc1

---

Calculated values (eV) of orbital gap for the records, taken in order: 7.645; 8.755; 8.550.
Calculated values (eV) of ΔE to the lowest compared entry with this formula, charge and spin for the records, taken in order: 0.000; 0.544; 1.460.